Entry A
ORCA calculation (ωB97M-V/def2-TZVPD) on an isolated molecule of C23H19N5O2S.

The geometry in XYZ format:
```
50
C23H19N5O2S | the Open Molecules 2025 dataset | ωB97M-V/def2-TZVPD
C 1.7450 1.0432 -1.1561
O 2.5707 -0.1650 -1.4558
C 1.9364 -1.2866 -1.9043
C 1.2389 -1.2635 -3.0836
C 0.5725 -2.3467 -3.7609
C 0.6574 -3.5669 -3.0848
C 1.4165 -3.6492 -1.9115
C 2.1364 -2.4999 -1.3574
C 2.7383 -2.5074 0.0743
N 1.7555 -2.2128 1.0571
C 1.6808 -1.1433 1.8690
N 0.5386 -0.4822 1.7235
C 0.3156 0.5769 2.4285
N -0.9059 1.3005 2.3659
C -1.8311 0.8257 1.4574
C -2.3985 -0.4273 1.5192
C -3.2578 -0.9370 0.5237
C -3.5436 -0.0810 -0.6060
C -3.0143 1.3054 -0.5117
C -3.3898 2.3518 -1.5311
C -4.2630 2.2394 -2.6284
N -4.1767 3.2818 -3.5524
C -3.2229 3.9944 -2.9333
O -2.8311 3.5864 -1.6582
C -2.1105 1.6788 0.4487
C 1.2617 0.8742 3.3752
S 1.1272 2.3785 4.4205
C 2.6876 1.8227 5.1065
C 3.1861 0.5986 4.5570
C 2.3669 0.1448 3.4737
N 2.7172 -0.8396 2.6393
H 1.1464 1.3840 -2.0042
H 2.3527 1.8415 -0.6785
H 1.0521 0.7488 -0.3374
H 1.0557 -0.2966 -3.6147
H -0.0367 -2.2905 -4.6682
H 0.2811 -4.5162 -3.4574
H 1.5380 -4.6158 -1.3796
H 3.3004 -3.3752 0.3599
H 3.4078 -1.7104 0.0263
H 0.8148 -2.3239 0.7962
H -0.9099 2.2995 2.6545
H -2.1367 -0.9787 2.3869
H -3.5705 -1.9691 0.6858
H -3.9996 -0.3419 -1.5663
H -4.8213 1.3138 -2.7819
H -2.8712 4.9194 -3.4262
H -1.7509 2.6560 0.4462
H 3.1926 2.2782 5.9243
H 4.2510 0.3825 4.7303
```

Output
- Charge: 0
- Structure (SMILES): COc1ccccc1CNc1nc(Nc2cccc(-c3cnco3)c2)c2sccc2n1
- Frontier orbital gap: 0.3082 Eh

Entry B
ORCA calculation (ωB97M-V/def2-TZVPD) on an isolated molecule of C23H19N5O2S.

The geometry in XYZ format:
```
50
C23H19N5O2S | the Open Molecules 2025 dataset | ωB97M-V/def2-TZVPD
O -1.3683 2.4549 1.1522
C -1.0985 1.4283 0.5640
N -1.5041 1.1189 -0.6729
C -2.4966 1.9073 -1.3806
C -3.8484 1.2595 -1.2219
C -4.6401 1.5661 -0.1223
C -5.8447 0.9149 0.0746
C -6.2664 -0.0503 -0.8241
C -5.4804 -0.3627 -1.9198
C -4.2742 0.2866 -2.1157
C -0.1975 0.3512 1.2147
C -0.9246 -0.9586 1.4061
C -0.2275 -2.1451 1.6065
C -0.9307 -3.3218 1.7923
C -2.3161 -3.2667 1.7822
N -2.9899 -2.1426 1.6210
C -2.3160 -1.0234 1.4391
N 1.0498 0.1856 0.4698
C 1.1031 -0.5371 -0.6665
O 0.1413 -1.0685 -1.1940
C 2.4854 -0.7029 -1.2151
C 3.3621 -1.7098 -0.8919
S 4.7809 -1.4912 -1.8144
N 4.1446 -0.1466 -2.5358
N 2.9868 0.1324 -2.1460
C 2.1968 0.8740 0.9550
C 2.7536 1.9048 0.2093
C 3.8810 2.5555 0.6777
C 4.4441 2.1915 1.8894
C 3.8759 1.1756 2.6398
C 2.7526 0.5147 2.1762
H -1.2757 0.2042 -1.0495
H -2.4905 2.9062 -0.9383
H -2.2092 1.9659 -2.4334
H -4.3033 2.3145 0.5807
H -6.4537 1.1585 0.9326
H -7.2056 -0.5602 -0.6692
H -5.8049 -1.1170 -2.6214
H -3.6581 0.0371 -2.9680
H 0.0789 0.7497 2.1994
H 0.8545 -2.1505 1.6095
H -0.4151 -4.2579 1.9417
H -2.9151 -4.1577 1.9148
H -2.9213 -0.1346 1.3195
H 3.2418 -2.5192 -0.2030
H 2.3068 2.1841 -0.7323
H 4.3162 3.3519 0.0941
H 5.3231 2.7020 2.2520
H 4.3093 0.8927 3.5872
H 2.3087 -0.2813 2.7569
```

Output
- Charge: 0
- Structure (SMILES): O=C(NCc1ccccc1)[C@@H](c1cccnc1)N(C(=O)c1csnn1)c1ccccc1
- Frontier orbital gap: 0.3347 Eh

We find entry B to be the most stable, with the next structure 325.0 kJ/mol higher.

Entry A
ORCA calculation (ωB97M-V/def2-TZVPD) on a 13-piece molecular cluster, H26O13 overall.

The geometry in XYZ format:
```
39
H26O13 | the Open Molecules 2025 dataset | ωB97M-V/def2-TZVPD
O 3.6478 -0.7316 0.5522
H 3.9829 -0.4967 -0.3219
H 4.2372 -1.4085 0.9715
O 0.3470 -0.3133 1.2687
H 0.7970 0.3947 0.8297
H 0.6747 -0.9516 1.8761
O -1.7980 0.7572 -0.0308
H -1.5187 0.0493 -0.6418
H -0.8578 0.7597 0.3525
O -0.0381 -2.9111 2.2862
H 0.3829 -2.2344 1.7537
H -0.9447 -2.6435 2.4378
O 1.6155 2.4754 0.5830
H 1.7497 2.6441 -0.3687
H 1.9659 3.3344 0.8834
O -1.1180 1.7654 2.3882
H -0.5147 1.6212 3.1835
H -1.4580 0.9201 2.0997
O 0.4665 0.8322 -3.2955
H -0.4850 0.8373 -3.0246
H 0.7485 0.0262 -2.8465
O 1.2829 -3.4261 0.1987
H 2.1467 -2.9934 0.1899
H 1.3031 -4.1937 0.7688
O -0.4616 -3.2713 -1.8973
H 0.4002 -3.6226 -1.6948
H -0.9508 -3.2236 -1.0749
O 1.0317 3.1154 -2.1537
H 0.2743 2.6802 -1.7876
H 1.3742 2.7620 -2.9837
O -2.6643 -1.5414 2.0904
H -3.1758 -2.0890 1.4950
H -3.0998 -0.7077 1.9341
O -2.3750 0.0583 -2.4547
H -2.7861 0.8813 -2.1417
H -2.6096 0.1286 -3.4203
O -0.7187 3.3448 0.4395
H 0.2704 3.4540 0.3685
H -1.1244 3.9175 1.1874
```

Output
- Charge: +1
- <S²>: 0.756
- 2S+1: 2
- Frontier orbital gap (alpha / beta): 0.3502 / 0.1274 Eh

Entry B
ORCA calculation (ωB97M-V/def2-TZVPD) on a 13-piece molecular cluster, H26O13 overall.

The geometry in XYZ format:
```
39
H26O13 | the Open Molecules 2025 dataset | ωB97M-V/def2-TZVPD
O -1.2948 -2.5543 0.3088
H -1.8858 -2.6631 -0.4362
H -1.3597 -3.3797 0.7892
O -0.2598 -2.0672 2.9686
H -0.9571 -2.6727 3.2206
H -0.7195 -1.3060 2.6143
O 1.1376 -1.8213 -0.5303
H 0.2814 -2.1965 -0.3245
H 1.6868 -2.0514 0.2191
O 0.0709 0.4889 0.4930
H 0.5884 -0.2830 0.2636
H -0.6388 0.5016 -0.1492
O -3.0327 -0.0933 1.5562
H -2.8017 -0.5781 0.7638
H -2.2056 0.0026 2.0285
O -0.1445 2.6367 2.3922
H -0.3282 1.8547 1.8717
H -0.8042 2.6236 3.0858
O 0.5368 -0.7961 -3.1794
H 1.0290 -1.2739 -3.8470
H 0.8489 -1.1547 -2.3486
O 3.8606 -0.1434 -1.1978
H 4.5439 0.0546 -0.5573
H 3.0447 0.1026 -0.7620
O -0.1878 1.9342 -3.2655
H 0.0457 1.0329 -3.4876
H -0.8944 1.8483 -2.6255
O 2.0904 2.1029 -0.2896
H 1.2288 1.7510 -0.0658
H 2.5393 2.1910 0.5512
O 2.2583 -1.9193 2.2290
H 2.6314 -2.5676 2.8262
H 1.3590 -1.8009 2.5347
O -2.0749 0.4993 -1.1981
H -2.2347 -0.1190 -1.9112
H -2.9257 0.9086 -1.0402
O -1.5505 3.9725 -1.0147
H -1.3977 3.0866 -0.6860
H -2.0837 3.8486 -1.7999
```

Output
- Charge: +1
- <S²>: 0.758
- 2S+1: 2
- Frontier orbital gap (alpha / beta): 0.4027 / 0.1274 Eh

We find entry B to be the most stable, with the next structure 181.6 kJ/mol higher.

Entry A
ORCA calculation (ωB97M-V/def2-TZVPD) on an isolated molecule of C2F2O2S.

The geometry in XYZ format:
```
7
C2F2O2S | the Open Molecules 2025 dataset | ωB97M-V/def2-TZVPD
O -0.6664 0.2822 -1.3745
C -0.3447 0.0342 -0.2348
O -1.1397 -0.2726 0.7383
F -2.3794 -0.7195 0.1980
C 1.0859 0.0477 0.1558
F 1.1835 1.4843 0.8925
S 2.2610 -0.8563 -0.3752
```

Output
- Charge: 0
- Structure (SMILES): O=C(OF)C(F)=S
- Frontier orbital gap: 0.3371 Eh

Entry B
ORCA calculation (ωB97M-V/def2-TZVPD) on a 2-piece molecular cluster, C2F2O2S overall.

The geometry in XYZ format:
```
7
C2F2O2S | the Open Molecules 2025 dataset | ωB97M-V/def2-TZVPD
C 0.1871 -0.6160 1.1517
C 1.4193 1.7405 0.7670
O 0.7664 2.0429 -0.1098
O -0.5481 -0.6863 0.0798
F 0.1035 -1.8819 1.6230
F -1.2164 -0.8552 -2.3038
S -0.7117 0.2561 -1.2080
```

Output
- Charge: 0
- Frontier orbital gap: 0.3690 Eh

We find entry B to be the most stable, with the next structure 111.0 kJ/mol higher.

Entry A
ORCA calculation (ωB97M-V/def2-TZVPD) on C6H9ClO6Pd as an isolated structure.

The geometry in XYZ format:
```
23
C6H9ClO6Pd | the Open Molecules 2025 dataset | ωB97M-V/def2-TZVPD
Pd 0.0079 -0.3208 -1.2345
C 2.2314 2.9870 -0.9839
C 1.4497 1.8518 -1.5869
O 1.9408 0.7928 -2.0322
O 0.2216 1.9381 -1.5249
H 2.6146 3.4866 -1.8736
H 3.0847 2.5683 -0.4504
H 1.6404 3.6205 -0.3225
C 1.5679 -1.8341 2.2240
C 1.2372 -1.2962 0.9446
O 1.3310 -1.9926 -0.0730
O 0.8993 -0.0931 0.8045
H 0.7121 -1.8225 2.8991
H 2.3961 -1.3116 2.7026
H 1.8552 -2.8856 2.2227
C -3.8281 -0.4893 0.6409
C -2.6869 -0.5590 -0.2839
O -1.8372 -1.5059 -0.1272
O -2.3991 0.2801 -1.1648
H -4.7317 -0.1945 0.1074
H -3.6430 -0.0069 1.6007
H -4.0526 -1.5216 0.9092
Cl -0.0113 -1.6916 -3.3979
```

Output
- Charge: -2
- <S²>: 2.004
- 2S+1: 3
- Frontier orbital gap (alpha / beta): 0.2567 / 0.2586 Eh

Entry B
ORCA calculation (ωB97M-V/def2-TZVPD) on C6H9ClO6Pd as an isolated structure.

The geometry in XYZ format:
```
23
C6H9ClO6Pd | the Open Molecules 2025 dataset | ωB97M-V/def2-TZVPD
Pd -0.4695 -0.6929 1.5370
C 2.9417 -4.9303 -2.5589
C 2.2140 -4.1686 -1.4515
O 1.0989 -4.5393 -1.0861
O 2.7306 -3.1263 -1.0387
H 2.9490 -4.5039 -3.5620
H 2.7042 -5.9941 -2.5538
H 4.0238 -4.9941 -2.4440
C 1.6607 4.9278 4.2033
C 1.1949 3.6773 3.4711
O 1.9940 2.7743 3.1538
O 0.0381 3.4762 3.2975
H 2.6846 5.1733 3.9216
H 1.6873 4.7589 5.2798
H 1.1530 5.8906 4.1461
C -4.4155 0.8500 -3.3249
C -3.4724 0.5046 -2.2022
O -3.9176 0.2150 -1.0777
O -2.2209 0.5212 -2.3571
H -3.8981 1.5453 -3.9860
H -5.3347 1.3036 -2.9544
H -4.7220 -0.0370 -3.8792
Cl -0.6240 -2.6318 5.4661
```

Output
- Charge: -2
- <S²>: 2.014
- 2S+1: 3
- Frontier orbital gap (alpha / beta): 0.2270 / 0.0848 Eh

We find entry A to be the most stable, with the next structure 613.4 kJ/mol higher.